Record 1
ORCA calculation (ωB97M-V/def2-TZVPD) on a structure of composition C39H54N8O4P2Se4TeW in a non-equilibrium geometry.

Each line ends with the Löwdin charge.
Element x y z (Å)
W: -0.0082 -0.1007 1.1598  0.84
Se: 1.0007 -0.1289 3.2809  0.17
Se: -2.0624 1.0214 2.1715  0.17
Se: -2.2677 -1.3172 1.7794  0.05
Se: -3.3267 -1.5421 -0.1174  0.00
C: 11.4921 7.5536 -0.3088  -0.08
O: 10.1715 8.0027 -0.5080  -0.07
C: 9.1810 7.0790 -0.5835  -0.27
C: 7.8747 7.5722 -0.6600  0.01
C: 6.8061 6.7117 -0.6913  -0.01
C: 7.0042 5.3271 -0.6541  -0.16
C: 8.3077 4.8399 -0.6170  -0.02
C: 9.3850 5.7026 -0.5832  -0.02
C: 5.8509 4.4609 -0.5849  -0.26
N: 4.6043 4.8822 -0.5908  0.19
C: 3.8326 3.7861 -0.3828  -0.17
C: 4.6352 2.6514 -0.2724  -0.13
N: 5.9157 3.1038 -0.4073  0.19
C: 4.1292 1.3532 -0.0089  -0.07
C: 4.9093 0.2206 0.1510  0.03
C: 4.2741 -0.9781 0.5177  -0.04
C: 2.9129 -1.0097 0.6342  -0.17
N: 2.0849 0.0515 0.4105  -0.05
C: 2.7134 1.2801 0.1694  -0.11
C: 1.9102 2.4351 0.1992  -0.12
N: 0.5980 2.2924 0.6283  0.05
C: -0.1655 3.3907 0.6043  -0.13
C: 0.2562 4.6394 0.2017  -0.01
C: 1.5892 4.8186 -0.1608  0.02
C: 2.4294 3.7215 -0.1472  -0.08
H: 12.1018 8.4472 -0.1880  0.09
H: 11.8629 6.9870 -1.1693  0.10
H: 11.5729 6.9402 0.5946  0.10
H: 7.7306 8.6398 -0.6765  0.12
H: 5.7955 7.0835 -0.7256  0.11
H: 8.5028 3.7777 -0.6067  0.10
H: 10.3798 5.2908 -0.5536  0.10
H: 6.7468 2.5420 -0.3628  0.15
H: 5.9836 0.2596 0.0603  0.12
H: 4.8556 -1.8611 0.7302  0.12
H: 2.4055 -1.9283 0.9305  0.08
H: -1.1912 3.2751 0.9374  0.06
H: -0.4350 5.4645 0.2113  0.11
H: 1.9824 5.7860 -0.4246  0.12
N: 0.0017 -1.8815 0.3970  -0.46
P: 0.3290 -3.3651 0.0188  0.66
N: -0.9537 -4.2445 -0.6296  -0.20
C: -1.6071 -5.4044 -0.0650  -0.20
C: -1.3787 -6.6286 -0.9583  -0.18
C: -1.8907 -6.3555 -2.3722  -0.20
C: -1.2481 -5.0808 -2.9123  -0.18
C: -1.5024 -3.9362 -1.9353  -0.28
N: 1.5546 -3.3655 -1.1562  -0.19
C: 2.7788 -4.1475 -1.1151  -0.21
C: 3.5968 -3.9661 -2.3890  -0.18
C: 3.9132 -2.4931 -2.6280  -0.18
C: 2.6362 -1.6380 -2.6227  -0.15
C: 1.3881 -2.4552 -2.2757  -0.23
N: 0.8756 -4.2015 1.3652  -0.19
C: 1.2974 -5.5848 1.4821  -0.22
C: 2.5524 -5.6589 2.3543  -0.18
C: 2.2458 -5.1093 3.7462  -0.20
C: 1.7102 -3.6898 3.6142  -0.21
C: 0.5123 -3.6842 2.6758  -0.25
H: -2.6834 -5.1948 -0.0013  0.12
H: -1.2408 -5.5829 0.9449  0.09
H: -1.8882 -7.4951 -0.5325  0.11
H: -0.3074 -6.8417 -1.0033  0.10
H: -2.9745 -6.2264 -2.3508  0.11
H: -1.6615 -7.2013 -3.0249  0.11
H: -1.6669 -4.8176 -3.8843  0.11
H: -0.1713 -5.2336 -3.0227  0.10
H: -2.5865 -3.7720 -1.8363  0.08
H: -1.0665 -3.0093 -2.2985  0.03
H: 2.5466 -5.2116 -0.9947  0.10
H: 3.3872 -3.8471 -0.2506  0.10
H: 3.0432 -4.3750 -3.2353  0.12
H: 4.5228 -4.5383 -2.2908  0.11
H: 4.4363 -2.3914 -3.5788  0.11
H: 4.5855 -2.1450 -1.8423  0.08
H: 2.4691 -1.1895 -3.6046  0.11
H: 2.7388 -0.8199 -1.9103  0.08
H: 1.0699 -3.0033 -3.1747  0.12
H: 0.5884 -1.7513 -2.0005  0.08
H: 1.4729 -6.0034 0.4923  0.09
H: 0.5083 -6.1825 1.9630  0.12
H: 3.3437 -5.0630 1.8950  0.10
H: 2.8967 -6.6922 2.4182  0.11
H: 3.1453 -5.1170 4.3609  0.11
H: 1.5010 -5.7395 4.2389  0.11
H: 2.4832 -3.0352 3.2064  0.09
H: 1.4132 -3.2752 4.5777  0.11
H: 0.1551 -2.6517 2.5510  -0.01
H: -0.3075 -4.2794 3.1051  0.13
C: -4.5233 3.0751 0.0469  -0.08
C: -3.9787 1.9543 -0.8134  -0.33
O: -2.5586 2.1502 -0.9581  -0.32
P: -1.5943 1.0651 -1.6135  0.12
O: -0.8508 0.3754 -0.4531  -0.69
Te: -2.6033 -0.4435 -3.1040  0.44
O: -0.3910 1.9478 -2.1491  -0.29
C: -0.4183 2.8017 -3.2916  -0.28
C: 1.0086 2.9367 -3.7933  -0.06
H: -5.6011 2.9683 0.1310  0.08
H: -4.2906 4.0410 -0.3917  0.07
H: -4.0866 3.0189 1.0453  0.04
H: -4.4306 1.9430 -1.8095  0.10
H: -4.1757 0.9928 -0.3292  0.03
H: -0.8202 3.7725 -2.9875  0.12
H: -1.0666 2.3599 -4.0561  0.09
H: 1.6441 3.3429 -3.0088  0.06
H: 1.0366 3.6018 -4.6499  0.08
H: 1.3939 1.9634 -4.0889  0.08

Force components x, y, z for each atom (eV/Å):
W -0.14 -1.69 1.96
Se -0.29 0.08 -0.79
Se -0.63 -0.19 0.51
Se 0.13 1.48 1.85
Se -0.75 -0.68 -0.16
C 0.30 -0.10 0.03
O -0.37 0.02 -0.07
C -0.10 -0.05 0.00
C 0.26 0.06 0.00
C 0.08 -0.22 0.00
C 0.62 0.23 -0.04
C -0.47 0.15 -0.01
C 0.38 0.18 0.01
C -0.65 -0.21 0.00
N 0.24 0.44 0.01
C 0.75 -0.92 0.02
C -0.72 0.65 -0.11
N 0.16 0.04 -0.06
C -0.79 0.31 -0.04
C -0.77 -1.39 0.53
C 1.36 1.32 -0.38
C -2.03 0.37 -0.25
N 2.85 0.85 0.23
C 0.23 -2.86 0.28
C -2.13 1.74 0.20
N 1.30 0.41 -0.21
C -0.30 -1.39 0.50
C 1.42 0.52 -0.46
C -1.28 0.16 0.30
C 0.02 -1.45 0.25
H -0.06 -0.06 -0.01
H -0.06 0.01 0.04
H -0.01 0.03 -0.06
H -0.02 0.16 0.01
H -0.10 0.08 0.00
H 0.04 -0.12 0.00
H 0.13 -0.01 0.02
H 0.04 0.09 0.00
H 0.12 0.02 -0.07
H -0.02 -0.11 -0.02
H 0.10 0.33 -0.17
H 0.08 -0.22 -0.04
H -0.11 0.09 0.00
H 0.07 0.15 -0.06
N 1.65 -0.52 0.03
P -0.53 0.43 -0.09
N 0.75 0.28 0.46
C 0.18 -0.21 0.27
C -0.28 0.11 0.05
C 0.35 -0.03 -0.04
C -0.26 0.06 0.15
C 0.28 0.19 -0.39
N -0.20 0.09 0.48
C -0.13 -0.38 0.09
C 0.01 0.11 0.20
C -0.07 -0.13 -0.13
C -0.07 -0.09 0.07
C -0.31 0.53 -0.28
N -0.24 0.17 -0.43
C 0.35 -0.20 -0.35
C -0.25 -0.20 0.08
C 0.28 0.20 -0.09
C -0.23 -0.28 -0.02
C -0.20 1.10 0.25
H 0.02 -0.01 0.08
H -0.08 0.00 0.02
H 0.04 -0.06 0.05
H 0.05 -0.07 0.07
H -0.10 -0.04 0.00
H -0.11 -0.02 0.01
H 0.04 -0.02 -0.10
H 0.09 0.05 -0.06
H 0.21 0.08 0.02
H -0.22 0.05 -0.04
H 0.12 0.03 0.00
H 0.09 -0.07 0.03
H 0.00 -0.05 -0.06
H -0.07 -0.04 -0.04
H 0.11 0.06 0.02
H 0.11 -0.05 -0.03
H -0.03 0.03 0.05
H -0.01 0.05 -0.07
H -0.08 0.09 0.09
H 0.13 -0.18 -0.29
H -0.02 -0.09 0.04
H 0.01 0.03 -0.09
H 0.06 -0.01 -0.07
H 0.02 -0.06 -0.04
H 0.05 -0.09 0.10
H -0.02 -0.06 0.02
H 0.03 0.08 -0.03
H 0.00 0.00 0.05
H 0.10 -0.60 0.20
H 0.03 -0.05 -0.04
C 0.33 -0.18 -0.11
C -0.53 -0.04 0.20
O 0.24 0.10 -0.33
P -0.55 -0.53 -0.23
O -0.60 0.80 -2.19
Te 0.39 0.86 -0.95
O 0.29 0.18 -0.03
C 0.02 -0.01 -0.29
C -0.33 -0.09 0.18
H -0.13 0.03 0.01
H -0.03 0.20 -0.04
H -0.04 0.03 -0.03
H 0.08 0.00 0.08
H 0.16 0.07 -0.15
H -0.05 -0.05 -0.03
H 0.02 0.07 0.06
H 0.09 0.05 0.05
H 0.03 0.12 -0.15
H 0.03 -0.07 -0.03

## Properties
* maximum force: 2.98 eV/Å

Record 2
ORCA calculation (ωB97M-V/def2-TZVPD) on a structure of composition C39H55As3IN6OS2SeY in a non-equilibrium geometry.

Each line ends with the Löwdin charge.
Element x y z (Å)
Y: 0.0917 0.6490 1.6454  0.58
C: 2.2833 -0.2850 -1.4235  -0.09
N: 2.5789 -0.2116 0.0196  -0.17
C: 3.4585 0.9342 0.2781  -0.19
C: 3.7764 1.0988 1.7411  -0.18
N: 2.6447 1.5807 2.5436  -0.19
C: 2.4656 3.0395 2.3795  -0.07
C: 2.8889 1.3276 3.9624  -0.29
C: 4.1768 1.4352 4.4844  -0.04
C: 4.4254 1.2194 5.8300  -0.09
C: 3.3675 0.9038 6.6724  -0.09
C: 2.0828 0.8267 6.1651  -0.12
C: 1.8172 1.0549 4.8100  -0.62
S: 0.1599 1.0881 4.2666  0.51
C: 3.2049 -1.4599 0.4318  -0.30
C: 4.3433 -1.9107 -0.2341  -0.04
C: 4.9248 -3.1277 0.0767  -0.09
C: 4.3527 -3.9179 1.0678  -0.09
C: 3.2300 -3.4723 1.7428  -0.12
C: 2.6395 -2.2361 1.4411  -0.60
S: 1.2366 -1.7368 2.3594  0.55
H: 3.1614 -0.0464 -2.0380  0.10
H: 1.4933 0.4137 -1.6812  0.00
H: 1.9601 -1.2917 -1.6675  0.07
H: 2.9703 1.8261 -0.1208  0.08
H: 4.4087 0.8181 -0.2621  0.13
H: 4.6313 1.7815 1.8138  0.12
H: 4.0836 0.1346 2.1439  0.13
H: 3.3384 3.5858 2.7550  0.10
H: 1.5853 3.3545 2.9387  0.07
H: 2.3277 3.2869 1.3285  0.04
H: 5.0055 1.7049 3.8421  0.10
H: 5.4340 1.3039 6.2135  0.10
H: 3.5444 0.7344 7.7278  0.10
H: 1.2477 0.5943 6.8136  0.10
H: 4.7843 -1.3014 -1.0165  0.11
H: 5.8145 -3.4540 -0.4467  0.10
H: 4.7835 -4.8802 1.3167  0.10
H: 2.7859 -4.0706 2.5289  0.10
C: -2.8669 -1.3430 -1.5584  -0.31
As: -2.3259 0.1479 -0.3946  1.02
C: -3.9535 0.0585 0.6862  -0.31
C: -3.0650 1.5922 -1.5125  -0.36
C: -2.2228 2.3132 -2.5706  -0.65
C: -1.4472 1.3154 -3.4419  -0.08
C: -1.2534 3.3191 -1.9285  -0.37
As: 0.3872 2.7211 -1.0207  1.02
C: 1.5569 2.8082 -2.6041  -0.31
C: 0.8809 4.5236 -0.4338  -0.33
C: -3.1776 3.1699 -3.4302  -0.38
As: -4.6123 2.4952 -4.6282  1.13
C: -3.5137 2.1133 -6.2089  -0.35
C: -4.9820 0.6200 -4.1702  -0.36
H: -3.9422 -1.2821 -1.7177  0.03
H: -2.6333 -2.2848 -1.0661  -0.01
H: -2.3614 -1.3242 -2.5222  0.00
H: -4.8038 0.2683 0.0378  0.04
H: -3.9237 0.7839 1.4954  -0.01
H: -4.0708 -0.9404 1.1054  0.02
H: -3.4561 2.3261 -0.8059  0.06
H: -3.9169 1.1241 -1.9963  0.03
H: -0.7492 0.7400 -2.8214  0.04
H: -0.8766 1.8375 -4.2146  0.09
H: -2.1216 0.6125 -3.9298  0.05
H: -1.7918 3.9296 -1.2022  0.05
H: -0.8834 3.9905 -2.7075  0.07
H: 1.3657 3.7460 -3.1247  0.03
H: 1.3915 1.9799 -3.2907  0.01
H: 2.6022 2.7912 -2.2940  0.02
H: 0.4930 5.2419 -1.1565  0.03
H: 1.9660 4.6177 -0.4021  0.02
H: 0.4636 4.7429 0.5456  -0.02
H: -2.5883 3.8030 -4.1017  0.07
H: -3.6959 3.8571 -2.7567  0.06
H: -3.0475 3.0356 -6.5554  0.02
H: -4.1656 1.7473 -7.0018  0.01
H: -2.7402 1.3695 -6.0179  0.01
H: -5.5938 0.5552 -3.2706  0.01
H: -4.0985 -0.0054 -4.0538  0.00
H: -5.5763 0.2288 -4.9976  0.02
I: -1.7173 2.9909 1.8395  0.19
N: 0.5233 -2.4157 -4.8948  0.18
C: 0.7176 -3.6758 -4.4134  -0.50
O: 0.8863 -4.6269 -5.1495  0.07
C: 0.6881 -3.8395 -2.9237  -0.12
C: 1.1857 -5.0137 -2.3737  0.01
C: 1.0620 -5.2249 -1.0147  -0.03
C: 0.4236 -4.2574 -0.2492  -0.15
N: -0.0301 -3.1110 -0.7536  0.03
C: 0.1113 -2.9187 -2.0642  -0.12
H: 0.5445 -2.2960 -5.8926  0.11
H: 0.4570 -1.6058 -4.3085  0.08
H: 1.6532 -5.7386 -3.0281  0.13
H: 1.4444 -6.1249 -0.5520  0.11
H: 0.2721 -4.3990 0.8172  0.09
H: -0.2818 -1.9747 -2.4299  0.08
Se: -1.4825 -2.2568 1.6897  1.00
N: -1.7593 -0.7568 2.5903  -0.38
C: -2.5527 -1.0624 3.6265  -0.38
C: -3.0344 -0.1260 4.5781  -0.04
C: -3.8565 -0.5765 5.5651  -0.07
C: -4.2341 -1.9492 5.6610  -0.08
C: -3.7993 -2.8687 4.7580  -0.03
C: -2.9544 -2.4391 3.6975  -0.37
N: -2.5092 -3.2332 2.7076  -0.20
H: -2.7357 0.9108 4.5063  0.08
H: -4.2206 0.1224 6.3077  0.11
H: -4.8801 -2.2620 6.4716  0.10
H: -4.0807 -3.9115 4.8215  0.11

Force components x, y, z for each atom (eV/Å):
Y 1.26 0.10 0.79
C 0.03 -0.02 0.08
N -0.27 -0.04 -0.15
C -0.06 -0.03 -0.05
C -0.01 0.09 -0.04
N -0.24 0.11 0.04
C 0.04 -0.07 0.02
C 0.10 -0.08 -0.01
C -0.01 -0.01 -0.02
C -0.04 0.03 -0.02
C -0.04 0.01 -0.01
C 0.09 0.01 0.02
C -0.07 -0.02 -0.03
S -0.13 0.08 0.01
C 0.04 -0.13 -0.18
C 0.02 0.05 -0.01
C 0.01 -0.01 0.01
C -0.08 0.05 0.05
C 0.11 0.02 -0.07
C -0.11 0.11 0.07
S 0.44 0.10 0.15
H 0.01 -0.03 0.01
H -0.04 0.01 -0.01
H -0.02 -0.02 0.01
H 0.01 0.04 -0.03
H -0.01 0.02 -0.07
H 0.02 0.02 0.04
H 0.05 -0.01 0.04
H 0.04 0.00 -0.01
H -0.05 0.00 0.00
H -0.04 -0.01 0.00
H 0.00 -0.06 0.01
H -0.01 -0.01 0.00
H -0.02 -0.03 -0.03
H 0.01 0.01 0.00
H -0.03 -0.02 0.03
H -0.04 -0.01 -0.01
H 0.01 0.03 0.01
H 0.01 0.00 -0.01
C 0.17 -0.11 0.04
As -0.52 0.19 -0.34
C -0.02 -0.08 0.18
C 0.17 0.24 -0.08
C 0.15 -0.21 -0.13
C -0.10 0.13 0.09
C -0.20 -0.04 -0.04
As -0.02 0.35 0.00
C 0.11 -0.11 -0.04
C 0.02 0.08 0.06
C -0.03 -0.03 0.16
As -0.04 0.07 -0.14
C 0.04 -0.05 -0.05
C -0.03 -0.07 0.06
H -0.02 0.05 -0.02
H 0.00 -0.04 -0.02
H 0.00 0.05 0.00
H 0.00 0.00 -0.05
H 0.06 0.03 -0.01
H 0.01 -0.01 -0.01
H 0.02 0.02 0.05
H -0.09 -0.05 -0.01
H 0.03 -0.02 -0.04
H 0.00 -0.03 0.02
H 0.03 -0.01 -0.01
H 0.02 -0.02 0.05
H 0.04 0.03 0.00
H -0.01 0.01 -0.01
H -0.02 0.00 0.01
H 0.00 -0.02 0.02
H 0.01 -0.01 -0.03
H 0.02 -0.01 0.00
H -0.01 -0.05 0.01
H -0.01 -0.01 -0.03
H 0.01 0.02 0.02
H 0.00 0.00 0.01
H 0.00 0.00 0.00
H -0.01 0.02 0.00
H 0.01 0.01 -0.01
H -0.01 0.01 0.00
H 0.02 0.02 0.00
I -0.32 0.27 -0.07
N -0.01 -0.09 -0.03
C 0.04 0.11 -0.03
O 0.05 0.04 0.03
C -0.08 0.02 -0.03
C 0.07 -0.10 -0.04
C 0.01 -0.01 0.03
C 0.04 0.17 -0.06
N 0.15 -0.16 -0.35
C -0.06 -0.02 0.15
H 0.00 0.01 0.00
H 0.04 0.00 0.03
H -0.05 -0.01 0.02
H -0.03 0.03 0.01
H 0.09 0.00 0.01
H -0.02 -0.05 -0.03
Se -0.90 -0.97 0.08
N 0.52 -0.35 -0.19
C -0.13 0.16 -0.08
C -0.04 -0.02 0.06
C 0.06 0.00 -0.01
C 0.01 -0.02 -0.01
C 0.02 0.01 0.04
C 0.02 0.01 -0.08
N -0.25 0.33 0.27
H 0.02 -0.01 -0.01
H -0.03 -0.03 -0.01
H 0.00 0.03 -0.01
H 0.01 0.02 -0.03

## Properties
* maximum force: 1.49 eV/Å

Number 1: E -12881.309142 hartree. Number 2: E -12164.156275 hartree.